Here is a single C3H10N2 molecule in a non-equilibrium geometry from the OMol25 dataset. Energies are from ωB97M-V/def2-TZVPD.

The geometry in ORCA input format:
```
! wB97M-V def2-TZVPD RIJCOSX def2/J DEFGRID3
* xyz 0 1
C -0.653 1.535 0.805
C 0.277 0.308 0.347
N 1.250 0.849 -0.626
C -0.597 -0.817 -0.192
N 0.202 -2.006 -0.350
H -1.190 1.422 1.754
H -0.031 2.424 0.965
H -1.280 1.826 -0.043
H 0.751 -0.045 1.267
H 0.890 0.483 -1.518
H 2.134 0.352 -0.498
H -0.887 -0.476 -1.170
H -1.483 -0.975 0.464
H -0.119 -2.891 -0.009
H 0.737 -1.989 -1.196
*
```

Calculated values
structure (SMILES): C[C@H](N)CN
E_HOMO: -8.8287 eV
energy relative to the best compared isomer or geometry (same formula, charge and spin): 13.78 kcal per mole

Here is 2 unconnected molecules or ions with the total composition CH5FN3O4S in a non-equilibrium geometry from the OMol25 dataset. Energies are from ωB97M-V/def2-TZVPD.

The geometry in ORCA input format:
```
! wB97M-V def2-TZVPD RIJCOSX def2/J DEFGRID3
* xyz 1 1
C 2.639 -0.396 0.382
N 3.355 0.435 -0.036
N -0.725 0.258 0.129
N -0.524 -1.171 0.303
O 2.017 -1.403 0.508
O -2.400 2.152 -0.298
O -2.796 0.002 -1.272
O 3.912 1.626 0.126
F -3.040 0.110 1.178
S -2.168 0.800 -0.080
H 0.597 -1.434 0.553
H -1.030 -1.640 1.208
H -3.499 0.511 -1.777
H -0.981 -1.610 -0.420
H 4.644 1.761 -0.503
*
```

Calculated values
E_HOMO: -14.2082 eV
energy relative to the best compared isomer or geometry (same formula, charge and spin): 1.86 kcal per mole

Here is a single C33H39N5O5 molecule from the OMol25 dataset. Energies are from ωB97M-V/def2-TZVPD.

The geometry in ORCA input format:
```
! wB97M-V def2-TZVPD RIJCOSX def2/J DEFGRID3
* xyz 0 1
C -3.184 4.211 8.316
C -4.578 4.083 7.706
O -4.669 4.673 6.427
C -4.129 4.038 5.346
C -3.583 2.759 5.343
C -3.086 2.221 4.169
C -3.118 2.939 2.978
N -2.583 2.338 1.836
C -2.528 2.813 0.559
O -2.994 3.873 0.188
C -1.848 1.873 -0.376
C -2.274 1.804 -1.697
C -1.686 0.916 -2.569
C -0.641 0.068 -2.182
N -0.057 -0.799 -3.097
C 0.069 -2.207 -2.788
C 1.278 -2.797 -3.519
C 1.152 -2.588 -5.024
C 1.039 -1.086 -5.250
C -0.220 -0.568 -4.512
C 2.177 -0.308 -4.651
C 2.541 0.909 -5.157
C 3.413 1.731 -4.423
C 3.803 1.356 -3.176
C 3.405 0.102 -2.619
O 3.649 -0.271 -1.471
N 2.679 -0.735 -3.469
C 2.559 -2.124 -3.053
C -0.177 0.177 -0.855
N 0.886 -0.598 -0.320
C 0.748 -1.201 0.887
O -0.332 -1.351 1.429
C 2.030 -1.655 1.565
C 2.960 -2.570 0.766
N 2.270 -3.594 -0.014
C 3.202 -4.527 -0.636
C 3.742 -5.584 0.338
O 2.696 -6.287 0.972
C 1.829 -5.397 1.648
C 1.245 -4.361 0.682
C -0.784 1.071 0.013
C -3.667 4.220 2.980
C -4.163 4.754 4.149
H -2.902 5.260 8.371
H -3.181 3.790 9.318
H -2.446 3.690 7.710
H -4.895 3.033 7.675
H -5.298 4.640 8.312
H -3.539 2.162 6.241
H -2.664 1.226 4.181
H -2.226 1.403 1.984
H -3.089 2.434 -2.018
H -2.077 0.850 -3.573
H 0.191 -2.338 -1.713
H -0.839 -2.748 -3.101
H 1.344 -3.861 -3.280
H 0.264 -3.089 -5.415
H 2.024 -2.991 -5.542
H 0.949 -0.853 -6.313
H -0.314 0.504 -4.695
H -1.105 -1.082 -4.919
H 2.138 1.241 -6.100
H 3.729 2.676 -4.838
H 4.418 1.985 -2.554
H 2.616 -2.157 -1.966
H 3.426 -2.663 -3.458
H 1.818 -0.504 -0.715
H 2.597 -0.756 1.822
H 1.729 -2.138 2.497
H 3.532 -1.969 0.053
H 3.681 -2.998 1.480
H 4.035 -3.972 -1.070
H 2.659 -5.040 -1.437
H 4.329 -6.331 -0.198
H 4.384 -5.108 1.096
H 1.038 -6.014 2.077
H 2.372 -4.896 2.464
H 0.567 -3.693 1.208
H 0.675 -4.891 -0.089
H -0.378 1.151 1.011
H -3.702 4.785 2.064
H -4.593 5.743 4.160
*
```

Calculated values
structure (SMILES): CCOc1ccc(NC(=O)c2ccc(N3C[C@H]4C[C@@H](C3)c3cccc(=O)n3C4)c(NC(=O)CCN3CCOCC3)c2)cc1
E_HOMO: -7.5932 eV
energy relative to the best compared isomer or geometry (same formula, charge and spin): 3.60 kcal per mole

Here is 2 unconnected molecules or ions with the total composition C5H15NO in a non-equilibrium geometry from the OMol25 dataset. Energies are from ωB97M-V/def2-TZVPD.

The geometry in ORCA input format:
```
! wB97M-V def2-TZVPD RIJCOSX def2/J DEFGRID3
* xyz 0 1
C 1.861 1.596 0.489
C 0.613 1.484 1.374
C -0.320 0.321 1.144
C -1.162 0.070 2.395
N -1.177 0.625 0.018
C -1.819 -0.474 -0.667
H 2.751 1.604 1.093
H 1.883 2.552 -0.024
H 1.993 0.814 -0.260
H 0.966 1.484 2.411
H 0.020 2.402 1.393
H 0.192 -0.628 0.934
H -1.873 -0.749 2.220
H -0.597 -0.216 3.269
H -1.783 0.933 2.641
H -0.947 1.456 -0.492
H -1.379 -0.783 -1.616
H -2.887 -0.273 -0.776
H -1.816 -1.335 -0.013
O 1.749 -3.315 -4.984
H 1.371 -4.179 -4.829
H 2.361 -3.389 -5.718
*
```

Calculated values
structure (SMILES): CC[C@@H](C)NC.O
E_HOMO: -8.1274 eV
energy relative to the best compared isomer or geometry (same formula, charge and spin): 25.00 kcal per mole

Here is a single C3H6N2O2 molecule in a non-equilibrium geometry from the OMol25 dataset. Energies are from ωB97M-V/def2-TZVPD.

The geometry in ORCA input format:
```
! wB97M-V def2-TZVPD RIJCOSX def2/J DEFGRID3
* xyz 0 1
C 1.629 0.710 0.812
C -0.592 -0.990 0.170
C 1.643 -0.345 -0.145
N -2.346 0.460 -0.203
N -1.046 0.135 -0.284
O 1.266 0.944 -0.671
O 0.689 -1.392 -0.107
H 2.605 1.087 0.807
H -1.036 -1.850 0.632
H 2.400 -0.898 -0.615
H -2.549 1.417 -0.198
H -2.813 -0.008 0.530
H 0.151 0.731 -0.728
*
```

Calculated values
E_HOMO: -7.6694 eV
energy relative to the best compared isomer or geometry (same formula, charge and spin): 173.89 kcal per mole

Here is 2 unconnected molecules or ions with the total composition C2HNO4 in a non-equilibrium geometry from the OMol25 dataset. Energies are from ωB97M-V/def2-TZVPD.

The geometry in ORCA input format:
```
! wB97M-V def2-TZVPD RIJCOSX def2/J DEFGRID3
* xyz 0 1
O -1.173 2.225 -0.455
C -0.335 1.423 -0.477
N 0.637 0.710 0.136
O 0.568 0.948 -1.311
H 0.709 -0.346 0.364
O -1.688 -1.187 -0.855
C -1.611 -0.596 -1.843
O -1.576 0.057 -2.765
*
```

Calculated values
structure (SMILES): O=C1NO1.O=C=O
E_HOMO: -10.8235 eV
energy relative to the best compared isomer or geometry (same formula, charge and spin): 36.51 kcal per mole

Here is 3 unconnected molecules or ions with the total composition C5H9NO3 in a non-equilibrium geometry from the OMol25 dataset. Energies are from ωB97M-V/def2-TZVPD.

The geometry in ORCA input format:
```
! wB97M-V def2-TZVPD RIJCOSX def2/J DEFGRID3
* xyz 0 1
C 0.270 -1.548 -0.251
C 1.560 -0.839 -0.004
O 2.624 -1.397 0.124
C 1.505 0.703 -0.044
C 2.807 1.368 -0.362
O 0.510 1.312 0.278
H -0.220 -1.179 -1.150
H 0.426 -2.621 -0.304
H -0.411 -1.369 0.585
H 3.062 1.149 -1.400
H 2.738 2.442 -0.213
H 3.588 0.932 0.260
C -4.084 -0.512 0.015
N -3.118 -1.021 -0.390
H -5.017 0.004 -0.036
O -2.082 0.536 1.130
H -1.231 0.933 0.889
H -2.927 1.106 0.873
*
```

Calculated values
structure (SMILES): CC(=O)C(C)=O.C#N.O
E_HOMO: -9.6398 eV
energy relative to the best compared isomer or geometry (same formula, charge and spin): 76.91 kcal per mole

Here is a molecular structure, C6H9NS in a non-equilibrium geometry from the OMol25 dataset. Energies are from ωB97M-V/def2-TZVPD.

The geometry in ORCA input format:
```
! wB97M-V def2-TZVPD RIJCOSX def2/J DEFGRID3
* xyz 0 1
C 0.531 -0.388 -0.877
C -0.946 -0.159 -1.332
C 0.832 -0.028 0.490
C 1.323 -1.050 1.271
C 0.695 1.194 1.061
C 0.844 2.154 1.792
H 2.489 0.801 -1.097
H 1.753 -0.066 -2.535
H 0.827 -1.344 -1.143
H -0.950 1.023 -1.226
H -1.354 -0.630 -2.387
H -3.405 -0.738 -0.679
H 1.695 -0.706 2.297
H 1.481 -2.066 1.127
H 1.504 3.037 2.725
N 1.452 0.622 -1.615
S -2.117 -0.875 -0.013
*
```

Calculated values
E_HOMO: -8.8276 eV
energy relative to the best compared isomer or geometry (same formula, charge and spin): 160.68 kcal per mole

Here is 10 unconnected molecules or ions with the total composition H20O10 from the OMol25 dataset. Energies are from ωB97M-V/def2-TZVPD.

The geometry in ORCA input format:
```
! wB97M-V def2-TZVPD RIJCOSX def2/J DEFGRID3
* xyz 0 1
O -1.219 1.844 1.426
H -1.318 1.361 2.257
H -2.118 2.072 1.163
O -2.625 -1.169 0.160
H -3.319 -0.535 -0.059
H -1.801 -0.704 -0.037
O 0.929 -2.303 -2.627
H 0.619 -2.024 -3.493
H 0.341 -1.870 -1.990
O 0.096 -0.320 -0.548
H -0.079 0.580 -0.850
H 0.946 -0.260 -0.092
O 3.928 -0.169 0.255
H 4.782 0.269 0.315
H 3.274 0.542 0.192
O -1.085 1.874 -2.256
H -1.586 2.488 -2.805
H -0.994 1.079 -2.797
O 2.405 -2.091 1.852
H 3.001 -1.494 1.375
H 2.534 -1.879 2.781
O -3.572 1.470 -0.748
H -4.059 2.299 -0.783
H -2.717 1.653 -1.174
O 1.613 1.270 1.342
H 0.662 1.470 1.352
H 2.052 2.121 1.443
O -0.414 -2.781 1.688
H -0.819 -2.112 1.123
H 0.541 -2.680 1.538
*
```

Calculated values
structure (SMILES): O.O.O.O.O.O.O.O.O.O
E_HOMO: -9.8136 eV
energy relative to the best compared isomer or geometry (same formula, charge and spin): 51.38 kcal per mole

> What is the E_HOMO in the fourth record?

-8.1274 eV

> What is the energy relative to the best compared isomer or geometry (same formula, charge and spin) in the seventh record?

76.91 kcal per mole

> Which of these has the highest E_HOMO?

C33H39N5O5

> Which value of energy relative to the best compared isomer or geometry (same formula, charge and spin) does entry 2 give?

1.86 kcal per mole